Record 1
Density functional theory data (ωB97M-V/def2-TZVPD) for a molecular structure, C2H5BaO2.

The value obtained for the energy above the lowest of the compared OMol25 structures with the same formula, charge and spin is 2.607 eV. The value obtained for the HOMO-LUMO gap is 6.600 eV.

```
! RIJCOSX wB97M-V def2-TZVPD def2/J DEFGRID3
* xyz 1 1
O 1.61630 2.65205 0.14156
Ba -0.31563 1.41175 0.06721
C 1.99147 5.86662 -1.28363
O 0.99487 5.27140 -2.37084
C 1.06493 4.03177 -2.63881
H 1.42011 6.65829 -0.78456
H 2.69993 5.26279 -0.70474
H 2.70237 6.43385 -1.89955
H 0.21026 3.79787 -3.31207
H 2.22828 2.84955 -0.73886
*
```

Record 2
Density functional theory data (ωB97M-V/def2-TZVPD) for 2 unconnected molecules or ions with the total composition C2H5Br.

The value obtained for the energy above the lowest of the compared OMol25 structures with the same formula, charge and spin is 2.237 eV. The value obtained for the HOMO-LUMO gap is 10.051 eV.

```
! RIJCOSX wB97M-V def2-TZVPD def2/J DEFGRID3
* xyz 0 1
C 0.71671 0.25784 0.33330
C -1.13790 0.00995 -0.66284
Br -1.64064 1.67244 -1.42576
H 0.46007 0.79013 1.16115
H 1.11432 -0.70919 0.46606
H 1.39931 0.65609 -0.50447
H -1.43080 -0.27072 0.28745
H -0.94639 -0.69069 -1.40195
*
```

Record 3
Density functional theory data (ωB97M-V/def2-TZVPD) for a gas-phase ion, C2H5BrNO (charge +1).

The value obtained for the energy above the lowest of the compared OMol25 structures with the same formula, charge and spin is 0.226 eV. The value obtained for the HOMO-LUMO gap is 11.239 eV.

```
! RIJCOSX wB97M-V def2-TZVPD def2/J DEFGRID3
* xyz 1 1
N 1.17854 0.19549 0.00134
C -0.06518 -0.65107 0.09657
C -1.27322 0.31829 0.07561
O -0.97251 1.46011 0.00538
Br -2.99686 -0.42614 0.01329
H 1.17378 1.13280 0.65807
H 0.97291 0.71948 -0.90951
H 2.12708 -0.18853 0.08403
H -0.09912 -1.13658 -0.87960
H -0.04543 -1.42385 0.85482
*
```